[1]
Computed, not measured: the molecule CH4N2O, with ωB97M-V/def2-TZVPD.

The charge is 0. The value obtained for the strongest force on any atom is 1.0 eV Å⁻¹. The HOMO energy is -0.3626 hartree. For the HOMO-LUMO gap, the calculation gives 10.76 eV. The LUMO energy comes out at 0.03279 hartree.

Positions of all 8 atoms, in Å:
1 H 0.814 1.090 -1.251
2 N 0.305 -0.826 0.880
3 O -1.050 -0.753 -0.956
4 H -0.565 1.635 -0.720
5 H -0.001 -1.779 0.985
6 C -0.259 -0.232 -0.210
7 N 0.250 1.103 -0.397
8 H 0.506 -0.239 1.668

[2]
Computed, not measured: a structure of composition C20H23As2BO2PtSTe in a non-equilibrium geometry, with ωB97M-V/def2-TZVPD.

The charge is 0. The spin multiplicity is 3. The value obtained for the strongest force on any atom is 4.0 eV Å⁻¹. The HOMO energy (spin up / spin down) is -0.2359 / -0.2656 hartree. As for the expectation value of S²: 2.009. For the HOMO-LUMO gap (spin up / spin down), the calculation gives 6.86 / 6.33 eV. The LUMO energy (spin up / spin down) comes out at 0.01632 / -0.03300 hartree.

Positions of all 51 atoms, in Å:
1 C 8.398 4.805 5.360
2 C 8.280 4.654 6.709
3 B 15.837 5.735 7.123
4 H 16.480 5.631 9.929
5 H 10.680 7.338 7.378
6 H 13.846 7.761 11.878
7 H 12.169 5.933 11.488
8 Pt 13.957 5.024 7.428
9 As 13.220 7.264 7.012
10 C 13.498 10.356 9.699
11 H 9.963 4.686 3.847
12 O 16.400 6.958 7.773
13 S 9.825 4.253 7.341
14 C 13.396 9.667 8.541
15 H 11.084 7.147 5.636
16 H 11.211 8.775 6.616
17 C 15.722 5.513 10.765
18 H 12.047 4.339 10.588
19 H 21.318 6.240 6.230
20 C 10.620 4.309 5.787
21 C 13.733 7.618 9.780
22 C 12.655 5.091 11.027
23 C 20.084 7.539 7.444
24 H 14.773 9.059 6.039
25 O 16.926 5.200 6.420
26 H 18.418 8.591 8.496
27 H 7.352 4.806 7.110
28 C 13.713 9.677 10.894
29 C 20.294 6.518 6.567
30 C 17.706 7.085 7.403
31 H 13.176 10.206 7.661
32 H 14.755 7.724 5.021
33 C 18.742 7.853 7.897
34 C 13.762 8.306 10.960
35 C 11.327 7.663 6.582
36 C 17.990 6.066 6.540
37 H 13.406 11.391 9.751
38 As 13.961 5.702 9.780
39 H 7.589 5.017 4.709
40 H 20.954 8.118 7.875
41 H 13.676 10.210 11.858
42 C 14.062 8.346 5.586
43 C 13.502 8.296 8.590
44 H 15.901 4.582 11.427
45 C 19.255 5.706 6.101
46 C 9.681 4.637 4.869
47 H 13.216 4.590 11.791
48 Te 12.699 3.761 5.473
49 H 13.434 8.791 4.884
50 H 19.426 4.882 5.421
51 H 15.866 6.362 11.435

[3]
Computed, not measured: the molecule C5H14N2O in a non-equilibrium geometry, with ωB97M-V/def2-TZVPD.

The charge is 0. The value obtained for the strongest force on any atom is 5.2 eV Å⁻¹. The HOMO energy is -0.3102 hartree. For the HOMO-LUMO gap, the calculation gives 9.49 eV. The LUMO energy comes out at 0.03875 hartree.

Positions of all 22 atoms, in Å:
1 H -3.116 1.020 2.324
2 C 1.359 -0.150 -1.238
3 O -2.676 -0.165 -0.336
4 H 4.323 -0.904 -0.472
5 C -0.320 0.590 0.416
6 H 0.127 -0.081 1.107
7 C -2.009 0.824 0.400
8 N -0.114 -0.078 -0.903
9 H 0.267 1.523 0.590
10 C -2.214 0.447 1.915
11 H -1.472 0.777 2.694
12 H -2.398 0.015 -1.336
13 H -2.432 -0.618 1.889
14 N 3.563 -0.465 -0.190
15 H 1.782 -0.886 0.896
16 H 1.674 0.992 -1.303
17 H 3.685 0.535 -0.333
18 H 2.100 -1.997 -0.466
19 H -2.280 1.830 0.020
20 H -0.474 -1.081 -0.905
21 C 2.185 -0.947 -0.173
22 H 1.480 -0.582 -2.293